48
Properties=species:S:1:pos:R:3:forces:R:3 method="wB97M-V/def2-TZVPD" total_charge=+1 e_homo_ev="-11.6 / -11.6" lumo_energy_ev="-3.871 / -3.898" s_squared=6.016 orbital_gap_ha="0.285 / 0.284" multiplicity=5
Fe 1.92076 0.45283 0.18869 0.120 0.331 -0.121
I 1.61872 3.35836 0.29430 -0.044 0.189 0.050
C 3.46162 3.34431 1.33808 -0.013 -0.100 0.028
I 3.80761 1.38276 2.09647 0.020 -0.045 0.009
H 3.40871 4.03145 2.17309 -0.014 0.003 0.000
H 4.26264 3.58685 0.65050 -0.016 -0.038 -0.027
Cl 1.86537 -2.36565 -0.46434 0.041 -0.032 -0.005
C 2.76463 -1.47286 -1.68795 -0.033 -0.067 0.043
C 2.97535 -0.12701 -1.43342 0.098 -0.220 -0.120
C 3.78015 0.53723 -2.34847 -0.028 0.005 0.010
Cl 4.18924 2.20114 -2.05789 -0.002 0.025 0.014
C 4.29466 -0.08423 -3.48476 -0.010 -0.019 -0.009
Cl 5.27134 0.78027 -4.59664 -0.002 0.004 0.011
C 4.00466 -1.43228 -3.71861 -0.010 -0.003 0.002
Cl 4.60294 -2.21041 -5.11946 0.009 -0.002 -0.001
C 3.23607 -2.15183 -2.80210 0.027 0.074 -0.012
Cl 2.89054 -3.81045 -3.05062 -0.001 -0.017 0.008
C -1.10525 -0.69677 -2.31070 0.015 0.028 0.016
C -1.61934 -1.16839 -0.95320 -0.021 -0.010 -0.021
C -3.14306 -1.15165 -0.88534 -0.001 0.018 0.006
Sb -0.67418 -0.07063 0.63834 -0.136 -0.093 0.146
C -0.75859 -1.40846 2.32118 0.011 -0.054 0.044
C -2.04833 -2.20844 2.45988 -0.014 0.021 -0.050
C -0.40901 -0.63771 3.59192 -0.015 0.043 0.015
C -1.90565 1.63012 1.12184 0.032 0.043 -0.014
C -3.22796 1.30185 1.80481 -0.010 -0.027 -0.025
C -2.10567 2.47865 -0.13345 -0.006 -0.033 -0.020
H -1.51714 -1.32697 -3.10188 0.001 -0.002 -0.003
H -0.01681 -0.74352 -2.38044 0.008 -0.006 -0.004
H -1.41370 0.33054 -2.51890 0.004 -0.002 0.000
H -1.25927 -2.18505 -0.77050 -0.006 0.003 -0.005
H -3.54103 -0.15441 -1.07850 0.004 0.003 -0.009
H -3.52936 -1.48862 0.07620 0.009 -0.012 -0.002
H -3.54656 -1.81335 -1.65527 0.001 -0.003 -0.002
H 0.05443 -2.10707 2.09798 0.000 0.012 0.026
H -2.90818 -1.57005 2.66434 -0.012 0.027 0.005
H -1.95318 -2.90720 3.29431 -0.008 0.006 0.006
H -2.26654 -2.79600 1.56770 0.006 -0.002 -0.005
H -1.14989 0.13408 3.81375 0.006 -0.023 -0.001
H 0.56746 -0.15041 3.52558 0.000 0.000 -0.005
H -0.38264 -1.31400 4.44891 0.017 -0.010 -0.007
H -1.27606 2.19011 1.82026 -0.003 -0.015 0.011
H -3.86809 0.67949 1.17856 0.008 0.020 0.005
H -3.76950 2.22916 2.00743 -0.009 -0.006 0.015
H -3.08370 0.79137 2.75632 -0.008 -0.011 0.003
H -2.73797 1.97186 -0.86399 -0.007 -0.003 0.000
H -1.16492 2.72059 -0.63717 -0.010 -0.006 -0.006
H -2.59534 3.42037 0.12318 0.005 0.003 0.003



47
Properties=species:S:1:pos:R:3:forces:R:3 method="wB97M-V/def2-TZVPD" total_charge=+1 e_homo_ev="-10.7 / -10.7" lumo_energy_ev="-4.487 / -4.493" orbital_gap_ha="0.228 / 0.229" de_lowest_ev=2.1183
Pt -0.30199 0.23952 -0.67985 0.810 -1.138 0.456
N -1.08139 1.77712 1.01255 0.951 -1.087 -0.654
C -2.25599 2.58902 0.67935 -0.647 0.079 -0.309
C -3.18579 1.80122 -0.24905 0.082 0.192 -0.262
C -2.88989 2.02502 -1.73385 -0.536 0.032 0.266
N -1.50609 1.70982 -2.05865 0.561 -0.201 0.240
H -1.31549 1.14932 1.77705 0.141 0.052 -0.041
H -0.28639 2.34492 1.29155 0.060 -0.095 0.019
H -1.92629 3.51162 0.19555 0.052 -0.041 0.064
H -2.80409 2.87622 1.58755 0.283 -0.053 -0.127
H -4.22059 2.08692 -0.07225 -0.074 -0.001 0.070
H -3.08479 0.73642 -0.02415 -0.147 -0.010 0.036
H -3.11429 3.06782 -1.99775 -0.062 -0.168 -0.016
H -3.54069 1.37442 -2.32175 0.040 0.104 0.018
H -0.87519 2.47342 -1.81595 0.005 -0.083 -0.325
H -1.39049 1.49822 -3.04475 0.070 0.061 0.116
O -1.88149 -1.37948 -0.10155 0.462 2.686 0.063
N -1.51829 -2.59698 -0.36545 1.074 -1.590 -0.765
C -2.02899 -3.59618 0.38355 -0.240 -0.116 0.291
C -1.66109 -4.90348 0.19625 0.203 0.007 -0.258
C -0.72759 -5.21098 -0.79425 -0.246 0.205 0.020
C -0.23319 -4.19328 -1.57775 -0.128 0.081 0.099
C -0.63329 -2.87078 -1.36855 -0.244 -0.112 0.448
S -0.03239 -1.59838 -2.35825 0.307 1.898 1.038
H -2.73649 -3.28508 1.13815 0.048 0.113 -0.031
H -2.08579 -5.67658 0.81565 -0.068 0.037 0.098
H -0.40599 -6.22738 -0.94875 0.044 -0.117 -0.029
H 0.47971 -4.37788 -2.36635 0.070 -0.023 -0.013
Cl 4.74881 3.09292 3.01345 0.121 0.117 0.048
C 3.72861 1.86052 2.40555 -0.422 -0.532 -0.251
C 2.47391 1.65012 2.99305 0.641 0.492 0.041
C 1.64811 0.68012 2.50265 0.078 -0.886 -0.981
C 2.02881 -0.13338 1.39495 1.767 1.694 1.144
C 1.16021 -1.10548 0.89285 -2.123 0.385 -1.987
C 3.33331 0.07462 0.85555 -1.271 -0.488 0.319
C 4.15671 1.05242 1.34565 0.153 0.552 0.463
H 2.17621 2.25262 3.83735 0.011 0.070 0.072
H 0.69271 0.49922 2.97025 -0.164 -0.027 0.124
H 0.31541 -1.40128 1.50425 0.061 -0.157 0.011
H 1.54881 -1.84188 0.20125 -0.047 -0.054 0.028
H 3.67171 -0.57228 0.06035 0.040 -0.020 -0.139
H 5.13991 1.20462 0.92665 0.066 0.023 -0.007
C 2.10581 1.45392 -2.04605 1.149 -0.703 -0.729
O 1.12331 1.77162 -1.15455 -2.932 -1.309 1.544
H 1.79581 0.67032 -2.75825 0.156 0.265 -0.030
H 3.00871 1.09462 -1.52525 -0.055 0.004 -0.255
H 2.38731 2.35202 -2.61795 -0.102 -0.138 0.072



42
Properties=species:S:1:pos:R:3:forces:R:3 method="wB97M-V/def2-TZVPD" total_charge=+1 e_homo_ev=-11.0 lumo_energy_ev=-3.723 orbital_gap_ha=0.267 de_lowest_ev=0.6814
N 3.74037 -1.60352 2.25152 0.187 -0.155 -0.098
C 3.37143 -0.49498 1.27152 0.029 0.255 0.005
C 3.23810 0.86115 1.97189 -0.213 -0.111 0.334
C 1.93473 1.57050 1.60165 -0.135 -0.091 0.088
N 0.87581 1.15311 2.52145 0.278 -0.235 -0.231
C -0.48441 1.45345 2.03411 -0.127 0.162 0.241
C -1.37806 0.24523 2.13147 -0.027 -0.041 -0.239
C -1.48106 -0.46133 3.32729 -0.003 0.026 0.049
C -2.27158 -1.59558 3.42396 0.024 -0.017 0.076
C -2.97084 -2.04540 2.31144 0.020 -0.059 0.177
C -2.88605 -1.35468 1.11785 -0.025 0.028 -0.124
C -2.10444 -0.21165 1.03128 0.098 0.017 0.092
O -1.98577 0.43555 -0.18747 -0.012 0.072 0.021
H 4.39936 -2.26480 1.83727 -0.047 -0.040 -0.022
H 4.18527 -1.22141 3.08768 -0.029 0.047 0.021
H 2.92297 -2.14016 2.54450 -0.044 0.081 0.082
H 4.15708 -0.48315 0.51966 -0.079 -0.058 -0.028
H 2.43378 -0.79531 0.80655 0.055 -0.064 -0.019
H 3.19624 0.70837 3.05823 0.046 0.077 -0.007
H 4.11008 1.48384 1.78523 0.017 -0.037 -0.147
H 1.66513 1.32161 0.56471 0.118 0.201 -0.109
H 2.07287 2.64914 1.66658 -0.047 0.008 -0.018
H 0.93538 0.14518 2.63088 -0.078 0.001 0.045
H -0.45363 1.80897 1.00408 -0.021 -0.042 -0.037
H -0.90646 2.25612 2.64638 0.059 0.036 -0.051
H -0.94094 -0.08968 4.19178 -0.049 -0.054 0.040
H -2.35520 -2.12064 4.36754 0.017 0.016 -0.038
H -3.58308 -2.93414 2.38102 -0.026 0.004 -0.017
H -3.42020 -1.69385 0.23949 0.012 0.035 -0.009
H -2.68621 1.09087 -0.28243 -0.037 -0.037 -0.023
C -1.07698 1.41431 -3.92134 0.011 0.003 0.013
C -1.43961 0.14598 -3.48677 0.015 0.000 -0.005
C -1.47287 -0.90802 -4.39065 0.000 -0.005 0.012
C -1.14215 -0.69555 -5.72179 0.003 0.000 0.003
C -0.77943 0.57310 -6.15272 0.004 -0.002 -0.005
C -0.74822 1.62906 -5.25277 0.005 0.003 0.005
H -1.05237 2.24014 -3.22064 -0.006 0.003 0.000
H -1.69347 -0.01545 -2.44650 0.017 -0.027 -0.069
H -1.76134 -1.89715 -4.05776 -0.002 -0.004 -0.001
H -1.16997 -1.51773 -6.42496 -0.004 -0.003 -0.003
H -0.52354 0.73929 -7.19091 -0.004 0.002 -0.006
H -0.47069 2.61923 -5.59028 0.001 0.003 -0.001



46
Properties=species:S:1:pos:R:3:forces:R:3 method="wB97M-V/def2-TZVPD" e_homo_ev=-7.6 lumo_energy_ev=0.461 orbital_gap_ha=0.296 smiles="CCn1c(SCC(=O)N2CCC(C)CC2)nc2c(c1=O)SCC2" de_lowest_ev=0.4205
C -0.20972 2.22503 3.48892 0.129 -0.004 -0.175
C 0.39452 2.25519 2.09023 -0.334 0.438 0.150
N 1.40791 1.22841 1.92719 0.143 -0.157 -0.108
C 1.09038 -0.04370 1.59245 0.304 -0.647 -0.099
S -0.60467 -0.41866 1.31825 -0.542 -0.015 -0.021
C -0.47649 -2.07048 0.56280 0.167 0.248 0.071
C -0.47203 -1.98749 -0.95828 0.200 -0.221 0.437
O 0.53737 -2.26736 -1.57673 0.294 -0.042 -0.057
N -1.61805 -1.61969 -1.56440 -0.326 -0.025 -0.342
C -2.84861 -1.19857 -0.93680 -0.113 0.326 0.243
C -3.12657 0.27258 -1.25298 -0.192 -0.285 -0.196
C -3.18123 0.49828 -2.76475 0.259 0.329 0.091
C -3.41048 1.97036 -3.09142 -0.075 -0.320 0.017
C -1.87898 -0.01075 -3.38533 -0.320 -0.284 0.040
C -1.64032 -1.47101 -3.00704 0.361 0.119 -0.328
N 1.94300 -1.01111 1.47137 -0.355 -0.193 -0.066
C 3.24023 -0.72320 1.66286 0.258 0.912 0.181
C 3.67079 0.53001 1.99287 0.087 -0.484 -0.163
C 2.74893 1.61562 2.17627 0.029 -0.418 -0.115
O 3.00556 2.75573 2.49809 0.177 0.287 0.138
S 5.39873 0.66933 2.18979 0.250 -0.020 0.125
C 5.64427 -1.02960 1.50833 0.140 0.422 -0.011
C 4.30847 -1.76712 1.56435 -0.031 -0.010 0.048
H -0.95470 3.00997 3.57957 -0.104 0.078 0.057
H 0.56741 2.39349 4.23023 0.038 0.019 0.079
H -0.68584 1.26631 3.68131 -0.062 -0.052 0.082
H 0.89692 3.21171 1.92550 -0.141 -0.196 -0.078
H -0.37892 2.10605 1.33250 0.149 0.081 0.002
H 0.48390 -2.47218 0.88686 -0.194 -0.063 -0.105
H -1.29960 -2.67013 0.94755 0.010 0.046 0.040
H -2.80696 -1.33938 0.14142 -0.054 -0.127 -0.060
H -3.66299 -1.81671 -1.33623 0.006 0.010 0.124
H -4.06952 0.56668 -0.79020 -0.063 0.056 0.044
H -2.33175 0.88328 -0.82058 0.041 0.051 0.037
H -4.01415 -0.08577 -3.17412 0.002 -0.046 0.005
H -4.34183 2.31889 -2.65122 -0.103 0.111 0.032
H -2.59762 2.57811 -2.70020 0.108 0.099 0.047
H -3.46182 2.11861 -4.16736 -0.007 0.084 -0.121
H -1.91612 0.07872 -4.47177 0.031 0.045 -0.063
H -1.04382 0.59235 -3.02330 0.077 0.052 -0.003
H -0.68194 -1.82264 -3.39142 -0.192 -0.022 0.033
H -2.44219 -2.09950 -3.41113 0.024 0.001 -0.010
H 5.99349 -0.90657 0.48326 -0.021 -0.103 0.033
H 6.42212 -1.51107 2.09531 -0.002 -0.031 -0.062
H 4.24793 -2.41264 2.44554 -0.026 -0.014 -0.018
H 4.15501 -2.38936 0.68242 -0.027 -0.035 0.045



Energy: -136696.31696 -52126.10995 -21985.74445 -47202.62329 (eV)